(1)
{"formula": "C44H42AuN6O3STe", "method": "wB97M-V/def2-TZVPD", "elements": ["Au", "C", "C", "C", "C", "C", "O", "C", "C", "C", "C", "C", "C", "C", "O", "C", "C", "C", "N", "C", "C", "Te", "C", "C", "C", "C", "C", "C", "C", "C", "C", "C", "C", "C", "H", "H", "H", "H", "H", "H", "H", "H", "H", "H", "H", "H", "H", "H", "H", "H", "H", "H", "H", "H", "H", "H", "H", "H", "C", "C", "C", "C", "C", "C", "C", "C", "H", "H", "H", "H", "H", "C", "N", "C", "C", "O", "N", "C", "N", "H", "H", "H", "H", "H", "H", "H", "S", "C", "N", "C", "C", "N", "H", "H", "H", "H", "H", "H"], "positions_angstrom": [[0.72, -0.16, 0.04], [-2.55, 1.26, 6.14], [-2.15, 1.11, 4.68], [-3.20, 0.94, 3.71], [-2.84, 0.57, 2.43], [-3.92, 0.40, 1.44], [-3.97, 0.92, 0.36], [-4.98, -0.53, 1.76], [-6.14, -0.60, 0.99], [-7.04, -1.67, 1.17], [-6.81, -2.65, 2.11], [-5.64, -2.60, 2.83], [-4.75, -1.58, 2.66], [-1.49, 0.39, 2.12], [-1.19, 0.08, 0.83], [-0.48, 0.38, 3.12], [-0.85, 0.81, 4.40], [0.90, -0.08, 2.73], [1.11, -1.23, 2.24], [0.00, -2.17, 2.12], [0.34, -3.32, 1.23], [-1.37, -4.61, 0.79], [-2.34, -3.23, -0.38], [-1.81, -2.47, -1.38], [-2.57, -1.73, -2.24], [-3.90, -1.78, -2.15], [-4.53, -2.58, -1.21], [-3.73, -3.32, -0.37], [2.11, 0.83, 3.05], [3.34, 0.22, 2.89], [4.43, 1.08, 2.90], [4.28, 2.43, 2.74], [3.00, 2.97, 2.72], [1.92, 2.20, 3.01], [-3.52, 0.86, 6.29], [-2.40, 2.27, 6.51], [-1.90, 0.64, 6.81], [-4.16, 1.20, 4.10], [-6.44, 0.15, 0.21], [-7.98, -1.72, 0.52], [-7.47, -3.47, 2.25], [-5.50, -3.43, 3.51], [-3.81, -1.67, 3.17], [-0.06, 0.75, 5.16], [-0.94, -1.76, 1.82], [-0.08, -2.62, 3.16], [1.18, -3.90, 1.53], [0.61, -3.01, 0.26], [-0.74, -2.54, -1.58], [-2.16, -0.97, -2.95], [-4.44, -1.10, -2.76], [-5.60, -2.62, -1.19], [-4.21, -3.99, 0.32], [3.45, -0.84, 2.79], [5.47, 0.66, 2.94], [5.09, 3.11, 2.87], [2.83, 4.04, 2.59], [0.98, 2.69, 3.07], [2.45, -0.56, -0.67], [3.61, -0.90, -0.99], [4.85, -1.28, -1.53], [4.85, -1.99, -2.78], [6.08, -2.34, -3.29], [7.26, -2.02, -2.62], [7.24, -1.31, -1.45], [6.05, -0.99, -0.88], [3.93, -2.14, -3.42], [6.13, -2.92, -4.19], [8.21, -2.22, -3.07], [8.18, -1.08, -0.96], [5.95, -0.55, 0.17], [-1.97, 2.96, -3.96], [-1.08, 1.94, -3.46], [-0.07, 1.20, -4.27], [0.47, 0.26, -3.19], [1.06, -0.75, -3.38], [-0.07, 0.65, -1.96], [-1.03, 1.55, -2.22], [-1.84, 2.00, -1.26], [-3.12, 2.76, -3.71], [-1.91, 2.88, -5.07], [-1.70, 3.89, -3.56], [0.76, 1.85, -4.64], [-0.50, 0.58, -5.09], [-2.01, 1.63, -0.34], [-2.43, 2.71, -1.55], [1.12, 3.51, -1.27], [2.27, 2.98, -2.28], [2.41, 3.31, -3.58], [3.69, 2.92, -4.13], [4.05, 1.74, -3.19], [3.32, 2.15, -1.97], [1.93, 4.18, -3.89], [4.40, 3.80, -4.03], [3.61, 2.60, -5.16], [5.14, 1.74, -2.97], [3.57, 0.88, -3.65], [3.03, 1.35, -1.40]], "spin_multiplicity": 3, "e_lumo_ev": [-3.1, -6.5], "total_charge": 1, "s_squared": 2.01, "homo_energy_ev": [-9.789, -9.757]}


(2)
{"formula": "C44H42B2F8KN11O4S5", "method": "wB97M-V/def2-TZVPD", "elements": ["K", "S", "C", "N", "N", "C", "C", "C", "C", "C", "C", "N", "N", "C", "C", "C", "C", "C", "C", "H", "H", "H", "H", "H", "H", "H", "H", "H", "H", "H", "S", "C", "C", "C", "C", "C", "C", "N", "C", "C", "C", "C", "C", "C", "C", "C", "N", "C", "C", "C", "C", "C", "S", "C", "H", "H", "H", "H", "H", "H", "H", "H", "H", "H", "H", "H", "F", "B", "F", "F", "F", "O", "H", "H", "F", "B", "F", "F", "F", "S", "C", "N", "C", "C", "S", "H", "H", "H", "H", "H", "N", "C", "N", "O", "H", "H", "H", "H", "O", "C", "N", "C", "O", "C", "C", "C", "C", "N", "C", "H", "H", "H", "H", "H", "H", "H", "H"], "positions_angstrom": [[-0.86, -0.96, -0.70], [2.89, 1.67, 0.38], [4.21, 1.03, -0.47], [5.32, 1.80, -0.69], [5.96, 1.50, -1.88], [5.97, 2.47, -2.80], [4.87, 3.35, -2.84], [4.65, 4.23, -3.90], [5.59, 4.29, -4.95], [6.66, 3.35, -4.94], [6.89, 2.54, -3.88], [4.13, -0.31, -0.77], [5.33, -0.80, -1.03], [5.34, -2.19, -1.40], [4.10, -2.79, -1.81], [4.04, -4.17, -2.05], [5.14, -4.94, -1.74], [6.39, -4.31, -1.33], [6.47, -2.96, -1.17], [6.48, 0.63, -1.90], [4.20, 3.21, -2.01], [3.66, 4.70, -3.91], [5.57, 5.08, -5.72], [7.42, 3.41, -5.77], [7.83, 1.87, -3.87], [3.17, -2.18, -1.94], [3.20, -4.66, -2.56], [5.06, -6.02, -1.74], [7.31, -4.86, -1.25], [7.40, -2.48, -0.92], [-3.52, -3.67, 3.93], [-4.44, -4.63, 5.01], [-5.09, -3.82, 5.93], [-4.74, -2.49, 5.87], [-3.75, -2.23, 4.87], [-3.22, -0.86, 4.55], [-2.15, -0.67, 3.59], [-1.78, 0.52, 3.24], [-2.31, 1.62, 3.87], [-3.23, 1.58, 4.97], [-3.63, 2.68, 5.68], [-3.03, 3.90, 5.45], [-2.22, 4.10, 4.27], [-1.86, 5.36, 3.76], [-1.07, 5.46, 2.61], [-0.55, 4.25, 2.10], [-0.90, 3.03, 2.55], [-1.78, 2.91, 3.54], [-1.02, 6.79, 2.03], [-1.71, 7.89, 2.39], [-1.40, 9.11, 1.72], [-0.52, 8.90, 0.69], [0.08, 7.23, 0.71], [-3.75, 0.27, 5.19], [-4.40, -5.72, 5.09], [-5.78, -4.18, 6.67], [-5.20, -1.74, 6.50], [-1.68, -1.52, 3.09], [-4.46, 2.65, 6.37], [-3.30, 4.87, 5.98], [-2.25, 6.34, 4.09], [0.16, 4.33, 1.30], [-2.59, 7.79, 2.98], [-1.83, 10.14, 2.00], [-0.37, 9.47, -0.19], [-4.49, 0.12, 5.96], [-2.24, 3.00, -0.55], [-3.28, 2.09, -1.05], [-2.78, 0.74, -0.84], [-3.36, 2.21, -2.49], [-4.51, 2.35, -0.43], [0.29, 0.14, 1.47], [-0.27, 0.57, 2.14], [0.91, 0.83, 1.30], [1.00, -2.19, -3.36], [-0.35, -2.64, -3.47], [-1.13, -1.53, -3.80], [-0.73, -3.14, -2.18], [-0.50, -3.69, -4.40], [0.97, 5.62, -3.03], [-0.11, 4.71, -3.87], [-1.01, 3.80, -3.45], [-1.60, 2.97, -4.53], [-1.40, 3.68, -5.95], [-0.15, 4.91, -5.62], [-1.44, 3.64, -2.50], [-2.60, 2.77, -4.20], [-1.03, 2.06, -4.53], [-2.37, 4.14, -6.26], [-1.13, 2.99, -6.72], [-5.09, -1.62, -1.08], [-4.15, -2.52, -0.67], [-4.30, -3.81, -1.03], [-3.17, -2.18, 0.06], [-5.50, -1.74, -1.97], [-5.00, -0.64, -0.81], [-5.14, -4.14, -1.46], [-3.60, -4.54, -0.82], [0.58, -8.24, -2.00], [0.78, -7.84, -0.65], [-0.55, -7.60, -0.17], [-1.10, -6.32, -0.10], [-2.18, -6.10, -0.65], [-0.33, -5.23, 0.57], [0.68, -5.48, 1.48], [1.28, -4.45, 2.12], [0.82, -3.14, 1.84], [-0.33, -2.91, 1.22], [-0.85, -3.91, 0.53], [1.41, -8.16, -2.50], [1.31, -6.88, -0.52], [1.24, -8.63, -0.10], [-1.20, -8.25, -0.60], [1.02, -6.51, 1.62], [1.92, -4.58, 3.02], [1.42, -2.27, 2.17], [-1.77, -3.67, 0.00]], "e_lumo_ev": [2.8, 2.8], "total_charge": -2, "homo_energy_ev": [-1.661, -1.681]}


(3)
{"formula": "C44H42BrF9NO4PPt", "method": "wB97M-V/def2-TZVPD", "elements": ["Pt", "Br", "C", "C", "C", "C", "C", "C", "C", "O", "O", "H", "H", "H", "H", "C", "N", "C", "C", "C", "O", "H", "H", "H", "H", "H", "H", "H", "H", "H", "C", "C", "C", "C", "C", "C", "C", "C", "C", "C", "C", "C", "O", "H", "H", "H", "H", "H", "H", "H", "H", "H", "H", "H", "H", "H", "H", "H", "H", "H", "F", "C", "F", "F", "C", "C", "C", "C", "C", "C", "P", "C", "C", "C", "C", "C", "C", "C", "F", "F", "F", "C", "C", "C", "C", "C", "C", "C", "F", "F", "F", "H", "H", "H", "H", "H", "H", "H", "H", "H", "H", "H", "H"], "positions_angstrom": [[-0.45, 0.13, -0.77], [1.06, -4.61, 4.93], [0.36, -4.88, 3.17], [0.15, -6.17, 2.70], [-0.36, -6.34, 1.42], [-0.64, -5.24, 0.62], [-0.41, -3.96, 1.11], [0.08, -3.76, 2.39], [-0.68, -2.78, 0.19], [-1.34, -2.97, -0.83], [-0.14, -1.71, 0.58], [0.37, -7.02, 3.32], [-0.54, -7.34, 1.04], [-1.04, -5.36, -0.37], [0.24, -2.77, 2.77], [-2.50, 4.81, 0.67], [-2.02, 3.50, 0.31], [-1.49, 3.40, -1.04], [-2.10, 2.44, 1.12], [-2.76, 2.62, 2.46], [-1.67, 1.31, 0.83], [-1.95, 5.57, 0.12], [-2.36, 5.01, 1.73], [-3.56, 4.93, 0.44], [-0.68, 4.11, -1.17], [-2.28, 3.62, -1.77], [-1.12, 2.38, -1.23], [-2.29, 3.41, 3.04], [-2.68, 1.69, 3.02], [-3.81, 2.87, 2.33], [-5.05, 0.16, -1.51], [-4.69, -1.19, -0.89], [-3.98, -1.02, 0.45], [-3.91, -2.02, -1.87], [-4.36, -3.23, -2.32], [-3.66, -3.97, -3.27], [-2.48, -3.46, -3.82], [-1.98, -2.25, -3.43], [-0.74, -1.69, -4.09], [-0.98, -0.30, -4.69], [0.45, -1.69, -3.15], [-2.64, -1.49, -2.38], [-2.22, -0.38, -1.97], [-5.69, 0.73, -0.83], [-5.59, 0.03, -2.44], [-4.15, 0.74, -1.69], [-5.62, -1.73, -0.69], [-3.03, -0.51, 0.32], [-3.79, -1.99, 0.90], [-4.60, -0.43, 1.12], [-5.29, -3.63, -1.94], [-4.03, -4.93, -3.60], [-1.98, -4.03, -4.58], [-0.50, -2.36, -4.92], [-1.18, 0.44, -3.91], [-1.83, -0.32, -5.36], [-0.11, 0.02, -5.25], [0.26, -0.98, -2.30], [1.35, -1.35, -3.68], [0.61, -2.68, -2.75], [7.51, -2.12, -0.12], [6.41, -2.83, 0.14], [6.63, -3.48, 1.29], [6.30, -3.76, -0.82], [5.18, -1.95, 0.22], [4.09, -2.21, -0.58], [2.99, -1.38, -0.52], [2.97, -0.29, 0.34], [4.06, -0.05, 1.18], [5.17, -0.88, 1.11], [1.55, 0.85, 0.28], [1.14, 1.24, 2.00], [0.75, 2.52, 2.40], [0.28, 2.73, 3.68], [0.17, 1.65, 4.55], [0.59, 0.38, 4.17], [1.08, 0.18, 2.89], [-0.48, 1.81, 5.90], [0.27, 1.31, 6.88], [-1.65, 1.16, 5.93], [-0.74, 3.09, 6.19], [2.25, 2.36, -0.46], [3.10, 3.18, 0.27], [3.67, 4.29, -0.32], [3.39, 4.59, -1.65], [2.55, 3.77, -2.39], [1.99, 2.65, -1.80], [3.96, 5.85, -2.25], [5.18, 6.11, -1.78], [4.04, 5.80, -3.58], [3.18, 6.90, -1.94], [4.10, -3.06, -1.25], [2.13, -1.59, -1.14], [4.05, 0.77, 1.88], [6.02, -0.70, 1.75], [0.83, 3.35, 1.71], [0.00, 3.72, 4.01], [0.53, -0.43, 4.87], [1.41, -0.80, 2.57], [3.32, 2.95, 1.31], [4.33, 4.93, 0.24], [2.35, 4.00, -3.43], [1.34, 1.99, -2.37]], "spin_multiplicity": 5, "e_lumo_ev": [-5.7, -10.1], "total_charge": 2, "s_squared": 6.05, "homo_energy_ev": [-13.116, -13.929]}


(4)
{"formula": "C44H42MoN4S2", "method": "wB97M-V/def2-TZVPD", "elements": ["Mo", "S", "C", "C", "C", "C", "N", "C", "C", "C", "S", "C", "N", "H", "H", "C", "C", "C", "C", "C", "C", "C", "C", "C", "C", "C", "C", "N", "C", "C", "N", "C", "C", "C", "C", "C", "C", "C", "C", "C", "C", "C", "C", "C", "C", "C", "C", "C", "C", "C", "C", "C", "C", "H", "H", "H", "H", "H", "H", "H", "H", "H", "H", "H", "H", "H", "H", "H", "H", "H", "H", "H", "H", "H", "H", "H", "H", "H", "H", "H", "H", "H", "H", "H", "H", "H", "H", "H", "H", "H", "H", "H", "H"], "positions_angstrom": [[-1.32, -1.05, -0.01], [-2.94, 0.52, 0.13], [-3.59, 0.88, -1.42], [-4.52, 1.91, -1.62], [-5.03, 2.12, -2.88], [-5.97, 3.18, -3.09], [-6.72, 4.03, -3.24], [-4.61, 1.31, -3.97], [-3.69, 0.30, -3.78], [-3.18, 0.09, -2.49], [-1.97, -1.10, -2.17], [-5.14, 1.54, -5.28], [-5.56, 1.71, -6.34], [-4.85, 2.53, -0.79], [-3.38, -0.31, -4.61], [2.14, 1.81, -2.55], [0.91, 1.00, -2.98], [0.30, 1.58, -4.26], [1.24, -0.47, -3.11], [1.71, -1.02, -4.30], [1.98, -2.37, -4.41], [1.77, -3.22, -3.33], [1.30, -2.73, -2.11], [1.03, -3.64, -0.92], [1.73, -4.99, -1.02], [-0.46, -3.90, -0.72], [1.09, -1.35, -2.05], [0.61, -0.81, -0.80], [1.44, -0.57, 0.16], [0.86, -0.02, 1.44], [-0.42, 0.17, 1.44], [-1.04, 0.83, 2.57], [-1.72, 0.07, 3.52], [-2.27, 0.75, 4.59], [-2.15, 2.13, 4.70], [-1.51, 2.86, 3.72], [-0.94, 2.23, 2.61], [-0.30, 3.07, 1.52], [0.90, 3.86, 2.04], [-1.34, 4.00, 0.89], [-1.90, -1.45, 3.47], [-0.61, -2.27, 3.45], [-2.88, -1.93, 2.41], [1.94, 0.15, 2.38], [2.04, 0.60, 3.68], [3.32, 0.63, 4.27], [4.45, 0.24, 3.59], [4.38, -0.23, 2.25], [5.45, -0.66, 1.43], [5.22, -1.10, 0.15], [3.93, -1.13, -0.42], [2.87, -0.71, 0.36], [3.11, -0.26, 1.68], [1.89, 2.87, -2.48], [2.95, 1.70, -3.28], [2.52, 1.49, -1.58], [0.15, 1.10, -2.19], [1.04, 1.67, -5.05], [-0.09, 2.58, -4.07], [-0.52, 0.96, -4.63], [1.85, -0.38, -5.17], [2.33, -2.78, -5.34], [1.97, -4.28, -3.45], [1.41, -3.15, -0.02], [1.32, -5.60, -1.82], [1.60, -5.55, -0.09], [2.80, -4.87, -1.19], [-0.93, -4.35, -1.61], [-1.11, -2.99, -0.59], [-0.66, -4.53, 0.15], [-2.79, 0.20, 5.36], [-2.59, 2.64, 5.55], [-1.46, 3.93, 3.80], [0.06, 2.40, 0.73], [0.59, 4.57, 2.81], [1.35, 4.44, 1.24], [1.67, 3.22, 2.47], [-1.69, 4.74, 1.61], [-2.20, 3.45, 0.52], [-0.90, 4.54, 0.05], [-2.40, -1.68, 4.42], [-0.15, -2.30, 2.45], [-0.83, -3.31, 3.72], [0.13, -1.89, 4.15], [-2.46, -1.91, 1.35], [-3.81, -1.36, 2.35], [-3.09, -3.00, 2.51], [1.18, 0.93, 4.23], [3.42, 0.97, 5.29], [5.42, 0.28, 4.08], [6.46, -0.66, 1.83], [6.06, -1.42, -0.46], [3.78, -1.46, -1.44]], "e_lumo_ev": [-8.0, -8.0], "total_charge": 2, "homo_energy_ev": [-14.239, -14.238]}